# 1
Density functional theory data (ωB97M-V/def2-TZVPD) for a 3-piece molecular cluster, CH10N5 overall in a non-equilibrium geometry.

Its energy above the lowest of the compared OMol25 structures with the same formula, charge and spin is 38.76 kcal per mole. The calculation puts the HOMO-LUMO gap at 9.6 eV. The value obtained for the HOMO energy is -12.55 eV. For the total energy, the calculation gives -8641.63715 eV. The calculation puts the largest force on an atom at 5.81 eV/A.

```
! RIJCOSX wB97M-V def2-TZVPD def2/J DEFGRID3
* xyz 1 1
C 1.85 0.97 -0.90
N -0.50 -0.67 0.48
N -2.62 -0.31 2.28
N 1.13 1.31 0.00
N 2.72 0.58 -1.68
N 2.80 0.62 -3.03
H -0.73 -1.47 -0.21
H -1.41 -0.43 1.06
H 0.08 0.19 0.02
H -0.02 -1.07 1.29
H -3.25 0.55 2.23
H -3.25 -1.07 2.36
H 1.22 2.18 0.44
H 3.45 -0.11 -3.31
H -2.23 -0.42 3.19
H 3.15 1.57 -3.37
*
```


# 2
Density functional theory data (ωB97M-V/def2-TZVPD) for one molecule with the formula CH2N4O in a non-equilibrium geometry.

Its energy above the lowest of the compared OMol25 structures with the same formula, charge and spin is 46.95 kcal per mole. The calculation puts the HOMO-LUMO gap at 10.2 eV. The value obtained for the HOMO energy is -10.19 eV. For the total energy, the calculation gives -9074.26203 eV. The calculation puts the largest force on an atom at 6.65 eV/A.

```
! RIJCOSX wB97M-V def2-TZVPD def2/J DEFGRID3
* xyz 0 1
C -0.84 -0.11 0.18
H 1.98 1.07 0.49
H -0.22 1.76 -0.48
N 0.24 -1.18 0.04
N 1.34 -0.74 -0.04
N 1.23 0.64 -0.20
N -0.05 1.08 0.18
O -2.00 -0.10 -0.12
*
```


# 3
Density functional theory data (ωB97M-V/def2-TZVPD) for C43H60BaCl3GeN5O5SSi3 as an isolated structure.

Its expectation value of S² is 0.7528. Its energy above the lowest of the compared OMol25 structures with the same formula, charge and spin is 10.95 kcal per mole. The calculation puts the HOMO-LUMO gap (spin up / spin down) at 6.5 / 5.5 eV. The value obtained for the HOMO energy (spin up / spin down) is -4.56 / -4.57 eV. For the total energy, the calculation gives -192505.44325 eV. The calculation puts the largest force on an atom at 0.66 eV/A.

```
! RIJCOSX wB97M-V def2-TZVPD def2/J DEFGRID3
* xyz -1 2
Ba 0.26 -0.46 0.92
Cl -1.55 1.48 -1.64
C -2.31 1.84 -3.18
C -3.07 3.00 -3.21
C -3.73 3.35 -4.37
C -3.61 2.52 -5.48
C -2.85 1.37 -5.41
Cl -2.79 0.40 -6.86
C -2.15 0.95 -4.26
S -1.26 -0.52 -4.19
H -3.13 3.60 -2.31
H -4.32 4.26 -4.42
H -4.11 2.76 -6.41
C 4.62 0.76 4.12
O 4.63 -0.50 3.47
C 5.79 -1.15 3.34
C 7.01 -0.74 3.87
C 8.14 -1.54 3.73
C 8.07 -2.74 3.04
C 6.87 -3.13 2.47
C 5.73 -2.35 2.60
N 4.51 -2.78 2.05
C 3.66 -2.01 1.27
N 4.30 -0.99 0.66
C 3.84 0.21 0.03
C 2.51 0.51 -0.23
C 2.31 1.73 -0.90
C 3.34 2.59 -1.26
C 4.65 2.26 -0.96
C 4.89 1.06 -0.32
O 6.20 0.70 0.01
C 6.89 0.10 -1.08
N 2.41 -2.33 1.11
C 1.98 -3.50 1.78
C 1.43 -3.43 3.06
C 1.00 -4.58 3.72
C 1.13 -5.82 3.10
C 1.67 -5.90 1.83
C 2.08 -4.76 1.16
O 2.67 -4.95 -0.06
C 2.26 -4.13 -1.16
H 3.58 1.08 4.12
H 5.24 1.48 3.58
H 4.98 0.67 5.15
H 7.07 0.19 4.41
H 9.08 -1.21 4.16
H 8.95 -3.36 2.93
H 6.80 -4.04 1.89
H 4.18 -3.70 2.28
H 5.28 -0.94 0.87
H 1.30 2.02 -1.18
H 3.12 3.52 -1.78
H 5.48 2.91 -1.20
H 6.99 0.81 -1.91
H 6.36 -0.79 -1.43
H 7.88 -0.18 -0.72
H 1.37 -2.46 3.53
H 0.58 -4.50 4.71
H 0.80 -6.72 3.61
H 1.77 -6.85 1.32
H 2.50 -4.70 -2.06
H 2.78 -3.17 -1.17
H 1.18 -3.95 -1.14
O -0.02 -1.45 -1.52
H -0.41 -0.99 -2.32
H 0.90 -1.62 -1.75
Cl 0.90 0.07 3.71
C -4.50 -4.56 0.41
Si -2.92 -3.63 -0.04
C -1.46 -4.58 0.63
C -2.83 -3.52 -1.90
Ge -2.99 -1.46 0.97
Si -4.63 -0.07 -0.09
C -4.66 -0.33 -1.94
C -6.31 -0.62 0.59
C -4.42 1.73 0.40
Si -3.37 -1.56 3.34
C -1.94 -2.36 4.23
C -4.93 -2.58 3.65
C -3.68 0.15 4.04
H -4.47 -5.52 -0.12
H -5.40 -4.03 0.10
H -4.57 -4.77 1.48
H -1.41 -5.57 0.18
H -1.51 -4.70 1.72
H -0.53 -4.07 0.41
H -2.62 -4.52 -2.31
H -2.06 -2.84 -2.25
H -3.78 -3.18 -2.34
H -5.27 -1.20 -2.19
H -3.67 -0.49 -2.38
H -5.10 0.54 -2.43
H -6.50 -1.68 0.40
H -7.09 -0.03 0.10
H -6.39 -0.45 1.67
H -3.41 2.09 0.20
H -4.64 1.88 1.46
H -5.11 2.35 -0.18
H -1.70 -3.34 3.81
H -2.20 -2.50 5.29
H -1.05 -1.73 4.18
H -4.84 -3.60 3.28
H -5.82 -2.13 3.21
H -5.07 -2.63 4.74
H -2.79 0.79 3.93
H -3.90 0.08 5.11
H -4.52 0.65 3.55
N -2.43 7.20 2.52
C -2.63 6.03 3.17
O -3.30 5.96 4.19
C -1.98 4.81 2.57
C -1.76 3.71 3.38
C -1.14 2.59 2.83
N -0.78 2.51 1.55
C -0.99 3.58 0.78
C -1.58 4.74 1.24
H -2.81 8.03 2.93
H -1.74 7.28 1.80
H -2.05 3.73 4.42
H -0.89 1.74 3.45
H -0.68 3.50 -0.25
H -1.74 5.55 0.54
*
```


Question: Which value of largest force on an atom does entry 2 give?
Answer: 6.65 eV/A